This record from the Open Molecules 2025 dataset describes a structure of composition C12H23N2O2P2Tm at a distorted geometry. The level of theory is ωB97M-V/def2-TZVPD.

Results
**Energy**: -2498.47911 Eh
**Frontier orbital gap (spin up / spin down)**: 9.2 / 9.2 eV
**Relative energy (zero: lowest compared OMol25 entry of this formula, charge and spin)**: 1.9 kJ/mol
**LUMO (spin up / spin down)**: -0.2524 / -0.2516 hartree
**<S²>**: 2.002
**Multiplicity**: 3
**Charge**: +2

```
42
C12H23N2O2P2Tm | the Open Molecules 2025 dataset | ωB97M-V/def2-TZVPD
H -3.437 -1.027 0.572
H -1.311 -1.095 -3.056
N 2.906 -3.148 0.348
H -1.366 -0.733 3.137
H 4.419 1.969 -0.156
C -2.387 2.915 1.141
P 2.192 1.032 -0.459
H -1.723 -4.472 1.243
O 1.762 -1.201 -3.314
C -1.027 3.153 0.989
H 1.491 3.320 -0.012
O -0.501 -1.166 -2.505
H -2.258 -1.021 -0.850
H 0.381 -1.237 -3.170
Tm 0.320 -0.916 -0.535
C -2.403 -0.812 0.274
H 3.849 1.071 1.297
H 2.798 1.136 -2.806
H 3.013 2.717 -1.989
C -0.184 2.126 0.612
H -0.965 -2.435 3.471
C 3.877 1.080 0.198
H 4.394 0.172 -0.145
H 1.775 2.402 1.479
C -2.881 1.630 0.942
H -3.281 -3.603 1.442
N -0.688 0.896 0.354
P -1.356 -2.124 1.146
C -1.629 -1.771 2.900
H -2.673 -1.965 3.181
H 2.025 -1.683 -2.474
H -2.534 -3.784 -0.184
C 2.073 -2.399 -0.010
C -2.004 0.628 0.570
C 2.360 1.841 -2.087
H -3.938 1.392 1.057
H -0.599 4.142 1.146
C -2.334 -3.633 0.884
C 1.308 2.351 0.479
H 2.214 -1.640 -4.056
H -3.057 3.728 1.404
H 1.378 2.162 -2.460
```

***

This record from the Open Molecules 2025 dataset describes a cluster of 2 separate species, C12H23NO12S3 in total at a distorted geometry. The level of theory is ωB97M-V/def2-TZVPD.

Results
**Energy**: -2622.91647 Eh
**Frontier orbital gap**: 3.5 eV
**LUMO**: 0.1182 hartree
**Charge**: -2

```
51
C12H23NO12S3 | the Open Molecules 2025 dataset | ωB97M-V/def2-TZVPD
H 1.944 -3.199 0.091
H 0.253 -0.506 3.387
H 0.670 -2.175 -0.850
H -2.313 0.659 -1.455
O 3.500 1.019 1.931
O 0.126 5.162 -2.321
H 1.162 1.034 -3.023
H 3.394 0.675 -1.257
H -0.076 2.919 0.537
H 2.162 -0.356 0.937
N 1.543 -1.196 0.969
H 3.901 -1.664 -0.651
C -1.259 1.058 0.649
S 0.118 3.616 -2.231
O -2.920 -2.305 -2.342
H -1.929 1.745 1.354
C 1.102 1.643 -0.827
H 0.387 -0.326 -1.973
O -5.337 -3.182 -1.786
S -4.213 -2.295 -1.186
C -3.797 0.277 0.233
O 1.546 2.852 -1.597
C 2.888 -1.638 -1.282
O 2.590 -2.847 2.602
C -4.741 -0.491 -0.906
O 2.299 1.315 3.996
C 1.641 -1.959 2.271
H -2.447 -3.199 -2.296
O -0.368 3.116 -3.647
O -1.139 2.979 -1.235
H 3.224 -0.112 -2.972
O 4.699 1.131 4.016
H -0.598 0.390 1.347
H -3.934 -0.306 1.252
C 1.238 0.476 -1.971
O -3.660 -2.849 0.163
H -4.568 0.107 -1.918
O 3.650 3.106 3.123
C 1.697 -2.083 -0.248
H -5.863 -0.433 -0.580
H -0.532 -2.212 3.223
C 2.763 -0.118 -1.880
H 3.065 -2.381 -2.181
H -4.224 1.376 0.328
C -0.374 2.111 -0.290
H 1.858 1.635 0.069
H 0.917 -1.913 4.521
S 3.537 1.643 3.266
C 0.492 -1.674 3.451
C -2.259 0.236 -0.359
H -1.814 -0.862 -0.451
```

***

This record from the Open Molecules 2025 dataset describes a structure of composition C12H24AgCl3O3 at a distorted geometry. The level of theory is ωB97M-V/def2-TZVPD.

Results
**Energy**: -2224.73335 Eh
**Frontier orbital gap (spin up / spin down)**: 3.1 / 6.5 eV
**LUMO (spin up / spin down)**: 0.1084 / 0.1050 hartree
**<S²>**: 0.752
**Multiplicity**: 2
**Charge**: -1

```
43
C12H24AgCl3O3 | the Open Molecules 2025 dataset | ωB97M-V/def2-TZVPD
C 3.635 0.203 -2.153
H 5.262 -0.269 -0.005
H 0.564 1.931 1.321
C -2.492 2.141 1.200
H 4.306 0.970 0.741
C 3.171 -0.247 -0.741
Cl -0.285 -0.824 -4.068
Cl -0.380 1.581 -5.844
H -0.031 3.571 2.947
O 1.911 0.292 -0.280
H 4.638 -0.141 -2.405
Ag -0.401 -0.067 -1.018
H 4.112 -0.650 1.246
H 3.040 -0.028 -3.037
C -1.991 2.503 2.583
H -3.081 2.894 0.676
H 3.649 1.293 -2.122
O -1.392 1.944 0.449
C -2.464 -2.736 1.604
H -1.575 -3.717 -1.362
H -3.454 -2.335 1.822
H 3.157 -1.337 -0.750
H -1.454 -0.788 1.270
H 0.217 3.294 0.330
H -3.069 1.218 1.256
H -3.526 -3.419 -0.104
C 4.256 -0.046 0.350
C -2.662 -3.741 0.478
H -1.641 1.625 3.126
Cl 0.385 1.859 -2.941
C -0.248 2.595 1.026
H 1.493 0.631 -4.589
H -2.196 -3.133 2.584
H -0.682 -4.303 -0.048
H -0.429 -2.094 1.964
C 0.430 0.788 -4.403
H -1.098 4.383 1.835
O -0.858 -2.188 -0.056
C -1.214 -1.851 1.248
H -2.714 3.094 3.144
H -2.699 -4.768 0.843
C -1.399 -3.523 -0.303
C -0.790 3.398 2.184
```

***

This record from the Open Molecules 2025 dataset describes a structure of composition C12H24AlCl5IO3. The level of theory is ωB97M-V/def2-TZVPD.

Results
**Energy**: -3538.62507 Eh
**Frontier orbital gap**: 7.7 eV
**Relative energy (zero: lowest compared OMol25 entry of this formula, charge and spin)**: 0.0 kJ/mol
**LUMO**: 0.0823 hartree
**Charge**: -1

```
46
C12H24AlCl5IO3 | the Open Molecules 2025 dataset | ωB97M-V/def2-TZVPD
H -1.933 -2.040 -2.577
Cl -6.039 -0.133 -0.187
I -1.201 3.853 -0.020
C -2.708 -2.464 0.640
Cl 4.949 -6.436 -0.234
O -1.673 -1.260 -2.086
H 0.152 -3.891 -0.152
H -0.894 2.415 -2.216
C 0.422 -2.883 -0.475
C 4.377 -3.900 -1.123
H -4.777 -1.903 -1.088
H 6.216 -4.461 -0.209
H -3.832 -0.420 -0.967
C 0.234 6.926 2.390
H 0.737 -2.912 -1.519
O 1.780 -2.705 1.508
H -2.284 -2.722 1.620
H 0.720 6.074 1.919
Al -1.208 -1.627 -0.406
H 0.105 -0.031 1.182
C -0.624 0.121 0.377
C -4.513 -1.076 -0.430
H 4.788 -2.939 -1.428
C 0.673 8.226 1.763
O 2.361 -1.477 -0.259
Cl 3.257 -4.421 -2.409
H 0.289 0.539 -1.580
H -4.736 -2.085 1.425
C -0.052 1.079 -0.682
H 1.809 -0.856 -0.753
H -1.477 0.611 0.868
H 0.091 9.060 2.146
H -3.653 -0.705 1.488
H 0.813 1.633 -0.301
H 3.789 -3.755 -0.220
H -3.044 -3.417 0.206
Cl 0.493 8.220 -0.010
Cl -1.522 6.669 2.249
H 0.474 6.940 3.451
C -3.935 -1.570 0.879
C 1.513 -2.406 0.370
C 5.502 -4.880 -0.916
C -1.082 2.071 -1.203
H 6.007 -5.105 -1.853
H 1.728 8.390 1.978
H -2.087 1.654 -1.158
```